1.
{
  "formula": "C4H6BiO3",
  "method": "the ωB97M-V functional and the def2-TZVPD basis",
  "species": ["O", "C", "C", "H", "H", "H", "C", "O", "Bi", "O", "C", "H", "H", "H"],
  "coordinates": [[-0.023048, -0.202274, -0.224071], [-0.104273, -0.241350, 1.107902], [-1.011899, 0.662943, 1.837887], [-0.970515, 0.444989, 2.906481], [-0.722633, 1.705707, 1.644650], [-2.036168, 0.533583, 1.459800], [2.748896, -1.921111, -2.147374], [3.266382, -1.838033, -3.135183], [1.451447, -1.824578, -0.172139], [0.725744, -1.012486, 1.593687], [-0.712907, 0.763885, -1.062095], [-0.442284, 1.777885, -0.756518], [-0.379225, 0.556652, -2.079271], [-1.789518, 0.594190, -0.973757]],
  "atomic_forces_ev_per_a": [[0.751, -0.568, -0.567], [-1.874, 3.017, 2.154], [-0.056, -0.920, -0.105], [0.039, 0.044, -0.027], [0.097, 0.054, -0.039], [-0.025, 0.102, 0.058], [2.257, 1.090, -3.560], [-0.585, -0.388, 1.212], [-0.027, -3.682, 0.474], [0.498, 0.110, 1.741], [-1.319, 1.349, -1.447], [0.146, -0.229, 0.028], [-0.081, 0.090, 0.098], [0.178, -0.069, -0.018]],
  "e_above_lowest_ev": 0.000,
  "charge": 3,
  "lumo_ev": -17.840,
  "e_tot_ev": -16188.4799
}

=====

2.
{
  "formula": "C4H12NO3",
  "method": "the ωB97M-V functional and the def2-TZVPD basis",
  "species": ["C", "O", "C", "C", "C", "O", "N", "H", "H", "H", "H", "H", "H", "H", "H", "H", "H", "H", "H", "O"],
  "coordinates": [[-0.240080, 0.154214, 2.385738], [-1.632158, -0.249513, 2.559160], [0.051818, 0.166765, 0.870211], [1.516955, -0.091349, 0.535734], [1.630249, -0.766710, -0.907695], [0.803775, -0.041229, -1.692227], [-0.538488, 1.448293, 0.410793], [-0.410006, 1.147978, 2.785003], [0.347213, -0.566511, 2.943585], [-2.139207, -0.217623, 1.745342], [-0.619534, -0.506248, 0.341642], [2.073988, 0.844311, 0.449173], [2.022713, -0.684865, 1.296516], [2.677975, -0.650721, -1.182071], [1.260192, -1.793725, -0.832428], [-0.468679, 1.500645, -0.592649], [-0.036021, 2.239897, 0.797166], [-1.720411, 0.072606, -3.389427], [-0.401907, -0.543404, -2.906180], [-1.149797, -0.698061, -3.506625]],
  "atomic_forces_ev_per_a": [[-2.861, -0.614, -1.196], [0.034, -1.015, 0.626], [-0.528, 1.467, 0.805], [-0.085, 0.379, -0.762], [-0.446, 0.189, 0.920], [0.539, 0.384, -0.153], [0.610, -0.215, -0.010], [1.782, 0.430, 0.216], [0.278, 0.305, 0.231], [0.294, 0.262, -0.228], [0.385, -0.948, 0.376], [-0.158, 0.096, 0.141], [-0.021, -0.369, -0.241], [0.157, -0.272, -0.228], [0.346, -0.177, 0.061], [-0.054, 0.151, -0.353], [0.053, 0.023, -0.022], [0.157, -0.203, -0.047], [-0.377, 0.012, -0.126], [-0.105, 0.117, -0.009]],
  "e_above_lowest_ev": 0.718,
  "multiplicity": 2,
  "lumo_ev": [0.757, -2.454],
  "e_tot_ev": -11972.0517
}

=====

3.
{
  "formula": "C5H8N2",
  "method": "the ωB97M-V functional and the def2-TZVPD basis",
  "species": ["C", "N", "C", "C", "C", "N", "C", "H", "H", "H", "H", "H", "H", "H", "H"],
  "coordinates": [[-1.270129, 1.284283, 1.234526], [-0.338316, 0.621327, 0.340757], [-0.204610, 0.892648, -1.005987], [0.575596, -0.036937, -1.602851], [1.052251, -1.017810, -0.590351], [1.897121, -2.020990, -0.798909], [0.320931, -0.565006, 0.605522], [-1.463380, 2.296988, 0.866022], [-2.223613, 0.748243, 1.306933], [-0.834520, 1.372712, 2.235245], [-0.720196, 1.752110, -1.425934], [0.870891, -0.085059, -2.638484], [0.016103, -1.691464, -0.389318], [2.076852, -2.482018, 0.097857], [0.384579, -0.924107, 1.628932]],
  "atomic_forces_ev_per_a": [[-0.050, -0.031, 0.041], [0.150, -0.386, -0.168], [0.137, -0.129, -0.019], [0.086, -0.109, -0.078], [0.326, 0.249, -0.306], [0.595, 0.295, 0.216], [-0.255, -0.469, -0.200], [0.076, -0.234, 0.012], [0.111, 0.048, -0.020], [-0.058, -0.067, -0.189], [0.158, -0.244, 0.048], [-0.003, 0.102, 0.042], [-1.460, 1.076, 1.248], [0.084, 0.023, -0.270], [0.102, -0.123, -0.356]],
  "e_above_lowest_ev": 3.902,
  "lumo_ev": 0.613,
  "e_tot_ev": -8291.0938
}

=====

4.
{
  "formula": "C39H44IN3O2S",
  "method": "the ωB97M-V functional and the def2-TZVPD basis",
  "species": ["C", "C", "C", "C", "O", "C", "C", "C", "C", "C", "N", "C", "C", "C", "O", "C", "I", "C", "N", "S", "N", "C", "H", "H", "H", "H", "H", "H", "H", "H", "H", "H", "H", "H", "H", "H", "H", "H", "H", "H", "H", "H", "C", "C", "C", "C", "C", "C", "H", "H", "H", "H", "H", "H", "C", "C", "C", "C", "C", "C", "H", "H", "H", "H", "H", "H", "C", "C", "C", "C", "C", "C", "H", "H", "H", "H", "H", "H", "C", "C", "C", "C", "C", "C", "H", "H", "H", "H", "H", "H"],
  "coordinates": [[-2.337531, 2.670854, 0.304095], [-1.759913, 1.312721, -0.131089], [-1.729384, 0.397635, 1.091065], [-1.604151, -1.080752, 0.820421], [-0.398377, -1.503834, 0.172527], [0.750325, -0.811822, 0.367080], [1.407119, -0.670308, 1.552424], [0.860284, -1.319241, 2.798864], [1.761816, -2.438966, 3.380583], [1.932191, -2.436032, 4.903823], [0.710168, -2.004536, 5.600097], [2.631681, 0.112646, 1.617452], [3.250781, 0.379235, 2.962521], [2.923433, 1.793464, 3.417524], [2.631551, 2.053546, 4.558835], [3.185430, 0.644754, 0.505726], [4.989954, 1.707830, 0.490263], [2.559005, 0.469007, -0.755582], [2.966972, 0.905325, -1.947362], [1.857237, 0.414092, -3.000584], [0.836135, -0.348739, -2.043836], [1.333570, -0.254645, -0.807959], [-2.599302, 3.296695, -0.546809], [-3.258490, 2.516464, 0.872336], [-1.649891, 3.189951, 0.970960], [-0.765577, 1.514300, -0.523807], [-2.427638, 0.897555, -0.886221], [-1.002802, 0.755549, 1.824103], [-2.709471, 0.503490, 1.568583], [-2.408357, -1.353778, 0.133118], [-1.798571, -1.641489, 1.737679], [-0.096697, -1.778068, 2.587575], [0.664546, -0.539568, 3.537724], [1.300511, -3.387469, 3.107003], [2.742402, -2.419902, 2.903134], [2.809773, -1.854150, 5.207232], [2.129839, -3.462522, 5.212480], [0.796603, -2.250971, 6.579229], [0.663075, -0.991511, 5.593917], [2.847203, -0.251548, 3.741707], [4.335082, 0.265587, 2.924420], [2.933178, 2.583412, 2.644321], [1.292249, -1.921348, -8.619131], [1.103510, -1.674863, -7.266506], [2.154196, -1.197152, -6.495817], [3.391990, -0.961498, -7.077416], [3.580073, -1.206522, -8.430468], [2.530839, -1.688271, -9.200697], [0.473850, -2.295507, -9.220528], [0.137598, -1.855256, -6.812397], [2.009819, -1.006810, -5.440305], [4.210408, -0.586913, -6.475731], [4.544916, -1.022016, -8.884827], [2.678483, -1.882395, -10.255206], [-5.444535, -0.619837, -1.301717], [-6.781545, -0.914274, -1.074962], [-7.432591, -1.851311, -1.864365], [-6.744464, -2.496228, -2.882471], [-5.408164, -2.199898, -3.112994], [-4.758161, -1.259156, -2.327090], [-4.934057, 0.110055, -0.684383], [-7.315621, -0.415595, -0.276070], [-8.474897, -2.080083, -1.684350], [-7.249758, -3.229633, -3.497391], [-4.872576, -2.700984, -3.908962], [-3.716120, -1.023568, -2.505776], [5.681029, 5.498448, 0.062656], [5.805200, 6.099632, 1.307244], [5.912311, 7.480170, 1.403671], [5.890991, 8.258865, 0.254962], [5.764748, 7.657414, -0.989785], [5.661929, 6.276721, -1.086313], [5.594607, 4.420898, -0.009169], [5.816210, 5.491482, 2.203240], [6.012212, 7.949240, 2.374017], [5.972071, 9.335611, 0.329925], [5.746186, 8.265560, -1.885011], [5.565471, 5.806349, -2.056508], [-4.616674, -4.894669, 3.409900], [-4.615335, -4.305747, 4.666961], [-4.635152, -2.923279, 4.786400], [-4.661552, -2.129825, 3.647879], [-4.664340, -2.719019, 2.390897], [-4.639142, -4.101414, 2.271363], [-4.598997, -5.972911, 3.317413], [-4.598046, -4.924962, 5.554467], [-4.628852, -2.464134, 5.766433], [-4.679151, -1.051030, 3.740986], [-4.687927, -2.099530, 1.501999], [-4.636952, -4.559065, 1.290361]],
  "atomic_forces_ev_per_a": [[-0.226, -0.310, 0.039], [-0.336, 0.781, 0.726], [-0.201, 0.109, -0.038], [-0.452, 0.094, -0.134], [-0.041, -0.170, 0.116], [0.039, 0.012, -0.076], [-0.062, 0.046, 0.097], [0.231, 0.002, 0.196], [-0.188, -0.004, -0.037], [-0.142, -0.024, 0.091], [0.262, 0.021, 0.016], [-0.186, -0.355, 0.423], [-0.308, 0.267, 0.094], [-0.109, 0.118, 0.412], [0.091, -0.086, -0.355], [0.558, 0.389, -0.568], [-0.084, -0.200, 0.063], [-0.175, -0.178, 0.076], [-0.081, -0.035, -0.059], [0.191, 0.211, -0.036], [-0.119, -0.078, 0.084], [0.001, -0.002, -0.309], [0.222, 0.145, -0.016], [-0.048, 0.012, -0.030], [0.066, 0.150, -0.105], [0.016, -0.402, -0.335], [0.282, -0.186, -0.239], [0.091, -0.045, -0.009], [0.020, -0.073, 0.159], [0.120, -0.131, -0.131], [0.238, -0.092, -0.002], [-0.028, 0.163, -0.011], [0.017, 0.000, 0.075], [0.049, -0.037, -0.102], [0.068, -0.031, 0.027], [0.029, 0.101, -0.077], [0.076, -0.016, 0.023], [-0.105, -0.065, 0.001], [-0.100, 0.004, -0.025], [0.155, -0.235, 0.044], [0.025, -0.005, 0.028], [0.034, -0.031, -0.018], [0.002, 0.000, -0.003], [-0.008, -0.001, 0.004], [-0.001, 0.006, -0.004], [0.004, 0.006, 0.006], [0.005, 0.000, -0.003], [-0.002, 0.000, 0.000], [-0.003, -0.002, -0.002], [-0.001, -0.007, 0.004], [-0.003, -0.045, -0.050], [0.003, -0.002, 0.002], [0.005, -0.004, -0.001], [-0.001, 0.004, -0.005], [0.054, -0.038, -0.078], [-0.013, 0.032, 0.108], [0.015, -0.014, -0.008], [0.004, 0.007, 0.004], [0.020, -0.008, -0.047], [0.019, 0.039, 0.113], [-0.022, 0.024, 0.003], [-0.009, 0.002, -0.005], [-0.003, -0.001, 0.002], [-0.001, -0.003, -0.004], [0.002, -0.003, -0.001], [0.006, -0.028, -0.023], [0.029, -0.020, 0.006], [-0.004, -0.002, 0.010], [-0.002, 0.002, 0.001], [0.000, 0.000, 0.001], [0.000, 0.002, 0.000], [-0.001, -0.001, -0.004], [-0.003, 0.170, -0.043], [0.005, -0.002, 0.000], [-0.006, 0.002, 0.004], [0.002, 0.004, -0.001], [0.004, 0.002, -0.003], [-0.005, -0.002, -0.001], [0.008, 0.002, 0.005], [0.000, -0.001, -0.001], [0.003, 0.000, 0.004], [0.018, 0.007, -0.008], [0.012, 0.065, -0.024], [0.006, -0.010, -0.022], [0.000, -0.005, 0.001], [0.007, -0.002, 0.004], [-0.003, 0.001, 0.004], [-0.004, 0.004, 0.002], [-0.019, -0.018, -0.018], [-0.010, 0.004, -0.006]],
  "lumo_ev": -0.673,
  "e_tot_ev": -68656.8283
}